Below is a 3-piece molecular cluster, C17H38N2O10 overall, with properties calculated with ωB97M-V/def2-TZVPD.

Last column: Mulliken charge in e.
Positions of all 67 atoms, in Å:
O -3.75858 1.04904 3.94500  -0.476
O 2.79419 -4.16653 -3.52969  -0.266
O -6.10045 -2.82131 3.28468  -0.375
O 0.71824 4.87656 0.34682  -0.473
O -3.56976 0.29655 1.82588  -0.491
O 3.66352 -1.48560 -1.47753  -0.336
O 0.79288 4.44188 -2.69201  -0.269
O 1.50270 -3.57189 -0.81916  -0.431
O -4.73122 -3.20892 3.43951  -0.284
O -1.96151 3.63478 -0.54044  -0.353
N -0.64645 0.23056 3.47418  -0.706
N -3.51741 -1.19687 3.58639  0.303
C 2.88129 -3.53366 -0.48812  -0.444
C -2.62020 2.53802 0.05732  -0.729
C -3.93245 -2.29058 2.72749  -0.374
C -3.63691 0.06931 2.99993  0.407
C -0.27783 -2.03745 2.78896  -1.215
C 3.60232 -0.08230 -1.38971  -0.858
C 1.41726 -4.14333 -3.21040  -0.600
C 1.78455 4.11797 -1.73577  -0.507
C 3.42121 -2.14118 -0.24859  -0.458
C -1.73326 4.69875 0.36067  -0.548
C 1.12697 -3.14059 -2.11705  -0.345
C 1.27037 5.28146 -3.71487  -0.773
C -1.03005 -0.97178 3.53190  1.170
C -2.26023 -1.41353 4.32405  -1.408
C -0.50426 5.48934 -0.02639  -0.395
C 3.20979 -5.39214 -4.08249  -0.769
C 1.16362 3.76426 -0.40553  -0.232
H -0.14024 -2.91588 3.42365  0.328
H 3.77501 0.31333 -2.38878  0.310
H 1.94683 3.30988 0.20609  0.339
H -3.08877 -2.88689 2.36692  0.208
H -4.55037 1.57047 3.77359  0.362
H -0.52173 6.42267 0.54061  0.392
H 4.28523 -5.33045 -4.23707  0.232
H -4.49392 -1.88738 1.88869  0.455
H -2.02184 2.11066 0.86828  0.281
H -6.40754 -3.49474 2.66168  0.343
H 2.35673 3.24575 -2.08605  0.311
H 1.67594 6.21524 -3.30782  0.326
H 4.36837 0.31530 -0.71325  0.414
H -2.29931 -0.89122 5.28213  0.427
H -2.75881 1.78340 -0.71387  0.305
H 0.83527 -3.86350 -4.10031  0.398
H 1.08491 -5.13725 -2.88430  0.353
H 0.36870 3.02730 -0.54673  0.147
H -0.53256 5.73074 -1.09215  0.170
H 2.95222 -4.08326 0.45310  0.432
H 2.99281 -6.22795 -3.40682  0.331
H -1.60758 4.32447 1.38453  0.315
H -2.60128 5.37437 0.34812  0.412
H -0.80613 -2.34342 1.88211  0.250
H -1.23811 0.84818 4.03243  0.303
H -2.21596 -2.48069 4.54147  0.448
H 3.49242 -4.04672 -1.23426  0.191
H 2.61718 0.25154 -1.04112  0.328
H 0.70264 -1.65240 2.51475  0.329
H 2.05192 4.79350 -4.31032  0.317
H 2.70743 -1.57324 0.36191  0.246
H 0.04204 -3.02255 -2.07006  0.400
H 4.36279 -2.22280 0.31292  0.402
H -3.60059 2.82066 0.45681  0.358
H 0.42855 5.51365 -4.36440  0.239
H 2.47788 4.95871 -1.60942  0.362
H 2.72487 -5.58898 -5.04630  0.324
H 1.56664 -2.17132 -2.36180  0.149

The HOMO energy comes out at -8.957 eV. The total energy is -41693.75188 eV. Its SMILES is [H]/N=C(/C)CN(COO)C(=O)O.COCCOCCOC.COCCOCCOC. Its spin multiplicity is 1. The charge is 0.